A structure of composition C37H56BBrIN6P2S2Ti. Source: OMol25; level of theory: ωB97M-V/def2-TZVPD.

Results
Charge: +1
HOMO energy (Ha): -0.36719
Molar mass (g mol⁻¹): 976.47
E_tot (eV): -190400.4598
Kohn-Sham gap (Ha): 0.2366

Each line ends with the Mulliken charge.
Atoms and positions in Å:
I: 2.233 1.237 -0.935  -0.278
Br: -0.162 -3.268 -6.689  -0.107
Ti: 0.150 -0.424 -0.389  -0.890
S: -2.082 -1.412 0.254  -0.460
S: -2.373 -4.045 1.796  -0.056
P: -1.748 1.627 -1.857  1.117
P: 1.637 -0.632 2.407  1.333
N: 2.637 -1.986 -2.152  0.287
N: -0.243 -3.349 0.666  -1.229
N: 0.010 1.520 2.234  0.310
N: -1.696 1.976 0.794  0.285
N: 0.611 -2.604 -0.139  1.296
N: -0.369 -1.240 -2.509  2.313
C: 1.196 1.080 2.925  -1.531
C: 4.789 -3.737 -2.336  -0.656
C: -1.273 4.529 4.024  -0.982
C: 3.944 -1.746 1.457  -1.877
C: -0.253 -2.447 -5.004  -0.393
C: -2.823 1.260 -4.444  -1.750
C: 0.866 -1.594 3.845  1.690
C: -1.734 2.914 1.828  0.344
C: -3.926 -3.216 2.218  -0.696
C: -0.360 3.932 -1.170  -1.622
C: 3.760 -3.970 -1.441  -0.836
C: -0.642 -1.285 3.736  -1.353
C: 4.724 -2.610 -3.137  -0.907
C: -4.457 2.072 -2.719  -1.949
C: 3.630 -1.764 -3.000  -0.179
C: 4.088 -1.153 3.875  -2.049
C: 1.620 -3.338 -0.448  -0.757
C: -2.115 4.328 -2.856  -2.038
C: -0.818 -3.112 -3.929  -0.877
C: -0.043 3.077 -3.496  -1.401
C: -3.228 1.187 -2.966  2.067
C: -0.419 3.455 3.796  -0.529
C: -0.850 -2.470 -2.706  -0.827
C: 1.135 -3.092 3.658  -1.460
C: -1.430 -2.894 0.871  0.279
C: -1.075 3.314 -2.382  2.152
C: 0.169 -0.614 -3.562  -0.301
C: -2.343 4.786 3.172  -0.901
C: 4.201 0.626 2.183  -1.824
C: -3.646 -0.256 -2.657  -1.638
C: -2.643 2.006 -0.291  -1.740
C: 3.537 -0.712 2.519  2.370
C: 2.706 -3.065 -1.381  0.180
C: -2.588 3.981 2.063  -0.743
C: 1.284 -1.209 5.274  -1.778
C: 0.246 -1.169 -4.823  -0.836
C: -0.668 2.649 2.696  0.584
B: -0.597 1.071 1.013  2.133
H: -3.757 -0.438 -1.590  0.253
H: 3.469 -2.716 1.638  0.330
H: -1.592 5.271 -3.043  0.535
H: -1.300 -2.962 -1.855  0.178
H: 1.631 -4.315 0.025  0.316
H: 3.561 -0.856 -3.594  0.432
H: 5.182 -1.112 3.818  0.553
H: 4.156 1.317 3.026  0.437
H: -3.899 -2.184 1.886  0.151
H: 3.666 -1.401 0.459  0.125
H: -4.258 3.135 -2.820  0.300
H: -4.750 -3.740 1.738  0.361
H: -4.048 -3.247 3.299  0.324
H: 0.618 -3.654 4.443  0.505
H: -1.232 -4.105 -4.037  0.568
H: 0.555 0.382 -3.389  -0.069
H: 2.021 1.758 2.716  0.534
H: 0.845 2.576 -3.104  -0.019
H: 1.017 1.095 4.000  0.206
H: -4.895 1.892 -1.735  0.329
H: -4.619 -0.451 -3.120  0.585
H: 0.280 4.042 -3.901  0.589
H: -3.435 1.268 -0.148  0.446
H: 0.415 3.267 4.460  0.521
H: -2.602 2.279 -4.764  0.325
H: 2.202 -3.313 3.747  0.210
H: 3.779 -0.489 4.680  0.348
H: 5.500 -2.383 -3.856  0.446
H: 2.208 -1.686 5.588  0.434
H: -5.215 1.810 -3.464  0.603
H: -2.997 5.625 3.371  0.423
H: -2.873 4.526 -2.096  0.303
H: -2.607 4.041 -3.785  0.373
H: 0.264 3.219 -0.636  -0.126
H: 3.781 1.108 1.306  0.070
H: 3.772 -4.833 -0.784  0.529
H: -3.651 0.895 -5.061  0.533
H: 5.030 -1.893 1.475  0.658
H: 0.496 -1.562 5.947  0.507
H: 5.627 -4.419 -2.406  0.453
H: 5.260 0.435 1.977  0.513
H: 0.290 4.741 -1.521  0.655
H: -1.203 -2.051 4.279  0.678
H: 1.376 -0.131 5.430  0.189
H: 3.813 -2.177 4.126  0.320
H: -3.112 2.985 -0.351  0.312
H: 0.784 -3.462 2.697  0.142
H: -3.427 4.199 1.413  0.477
H: -1.069 4.365 -0.460  0.309
H: -1.004 -1.261 2.709  -0.304
H: 0.687 -0.614 -5.641  0.583
H: -0.873 -0.315 4.186  0.255
H: -1.100 5.176 4.875  0.407
H: -1.953 0.634 -4.657  0.173
H: -0.445 2.491 -4.325  0.225
H: -2.936 -0.976 -3.057  0.195

***

The ion C7H8O with charge -1. Source: OMol25; level of theory: ωB97M-V/def2-TZVPD.

Results
2S+1: 2
Charge: -1
HOMO energy (alpha / beta) (Ha): -0.07255 / -0.13799
Molar mass (g mol⁻¹): 108.14
E_tot (eV): -9429.2906
Kohn-Sham gap (alpha / beta) (Ha): 0.1826 / 0.2477

Each line ends with the Löwdin spin population.
Atoms and positions in Å:
O: -2.418 0.919 -3.728  0.013
C: -1.561 0.697 -2.753  0.027
C: -0.877 -0.399 1.850  0.340
C: 0.470 -0.773 1.925  0.144
C: 1.679 -1.124 1.888  0.329
C: -1.374 0.680 1.003  0.043
C: -1.700 0.188 -0.701  0.059
C: -1.901 1.455 -1.529  0.012
H: -1.625 -1.062 2.302  0.018
H: -1.097 2.194 -1.367  0.005
H: -2.326 1.095 1.366  0.005
H: -2.607 -0.436 -0.711  0.002
H: -2.928 1.853 -1.501  0.000
H: -2.291 0.276 -4.437  0.000
H: -0.656 1.511 0.939  0.003
H: -0.903 -0.557 -0.824  0.000

***

The molecule C11H19B. Source: OMol25; level of theory: ωB97M-V/def2-TZVPD.

Results
Charge: 0
HOMO energy (alpha / beta) (Ha): -0.26817 / -0.29147
Molar mass (g mol⁻¹): 162.09
E_tot (eV): -12387.1144
Kohn-Sham gap (alpha / beta) (Ha): 0.2654 / 0.2806

Each line ends with the Mulliken charge.
Atoms and positions in Å:
C: -0.627 0.947 -0.084  -0.157
C: 1.853 0.974 0.902  -0.411
C: 3.031 0.082 1.075  -1.088
C: -0.515 2.440 -0.088  -1.402
C: 3.565 -0.446 -0.277  -0.623
C: -2.040 -1.279 0.390  -0.105
C: -3.378 0.868 -0.453  -1.596
C: 0.678 0.355 0.010  0.750
C: -3.214 -2.207 0.212  -1.225
C: 2.426 -1.137 -0.984  -0.591
C: 1.083 -0.703 -0.764  -0.443
B: -1.993 0.197 -0.001  0.397
H: 2.292 1.861 0.298  0.195
H: -1.616 -1.635 1.356  0.264
H: -3.375 0.832 -1.479  0.528
H: -0.269 2.756 0.987  0.292
H: -4.245 0.483 -0.036  0.468
H: 0.161 2.890 -0.716  0.429
H: 1.294 1.137 1.793  0.416
H: 2.371 -2.304 -0.715  0.260
H: 0.379 -1.307 -1.371  0.362
H: -3.976 -1.686 -0.450  0.275
H: -3.446 1.890 -0.275  0.461
H: -2.865 -3.065 -0.392  0.318
H: -3.565 -2.609 1.155  0.343
H: 3.770 0.444 -0.761  0.338
H: 4.496 -1.209 -0.237  0.260
H: 3.856 0.618 1.509  0.341
H: 2.829 -0.726 1.777  0.412
H: 2.646 -1.327 -2.153  0.298
H: -1.607 2.865 -0.229  0.234

***

A structure of composition C3H4N2OS. Source: OMol25; level of theory: ωB97M-V/def2-TZVPD.

Results
Charge: 0
HOMO energy (alpha / beta) (Ha): -0.28236 / -0.28401
Molar mass (g mol⁻¹): 116.14
E_tot (eV): -19034.4405
Kohn-Sham gap (alpha / beta) (Ha): 0.2819 / 0.2970

Each line ends with the Mulliken charge.
Atoms and positions in Å:
S: -1.872 -0.947 0.349  0.088
O: 1.365 1.314 1.098  -0.324
N: -1.235 0.468 -0.125  -0.340
N: -0.489 -1.915 -0.047  -0.475
C: 0.346 -1.146 -0.588  0.000
C: 0.299 1.112 1.506  0.127
C: -0.035 0.273 -0.992  -0.364
H: 1.348 -1.428 -0.821  0.412
H: -0.178 1.050 2.478  0.318
H: -0.338 0.231 -2.088  0.261
H: 0.789 0.989 -0.769  0.297

***

A structure of composition C2H2FLiMgO. Source: OMol25; level of theory: ωB97M-V/def2-TZVPD.

Results
2S+1: 2
Charge: +1
HOMO energy (alpha / beta) (Ha): -0.39362 / -0.48153
Molar mass (g mol⁻¹): 92.28
E_tot (eV): -12514.3892
Kohn-Sham gap (alpha / beta) (Ha): 0.2311 / 0.3055

Each line ends with the Löwdin spin population.
Atoms and positions in Å:
Mg: 1.711 0.850 0.003  0.645
F: 0.852 -1.171 -0.043  0.090
O: -0.266 1.232 0.017  0.156
C: -0.540 -1.086 -0.006  0.015
C: -1.045 0.147 0.026  0.017
Li: -0.980 2.801 0.699  0.072
H: -1.962 0.380 -0.562  0.002
H: -1.032 -2.040 0.144  0.002